DFT (ωB97M-V/def2-TZVPD) results for a 7-piece molecular cluster, H14O7 overall at a distorted geometry.

structure (SMILES) = O.O.O.O.O.O.O
energy relative to the best compared isomer or geometry (same formula, charge and spin) = 38.3 kcal per mole
frontier orbital gap = 0.402 Eh
largest force on an atom = 1.9 eV/A
DFT total energy = -535.062836 hartree

Geometry as ORCA input:
```
! wB97M-V def2-TZVPD RIJCOSX def2/J DEFGRID3
* xyz 0 1
O -0.521 -2.906 -0.819
H -0.803 -2.614 -1.671
H -0.746 -2.160 -0.237
O 1.254 -0.492 3.176
H 1.610 -1.275 2.781
H 2.042 0.015 3.408
O 2.209 -1.073 0.034
H 1.419 -0.549 -0.063
H 1.816 -1.820 0.479
O 1.713 1.672 1.239
H 2.361 1.916 1.928
H 1.453 0.798 1.482
O -2.903 0.866 -3.332
H -2.346 1.162 -2.558
H -3.581 1.550 -3.374
O -1.130 1.452 -1.397
H -0.969 2.284 -1.008
H -0.371 1.263 -1.938
O -0.700 -0.418 0.580
H -0.770 0.102 1.391
H -1.038 0.226 -0.101
*
```

Here are the natural (NBO) charges for atoms 1 to 6, given in e: number 1, O, carries -0.96; number 2, H, carries 0.46; number 3, H, carries 0.49; number 4, O, carries -0.94; number 5, H, carries 0.48; number 6, H, carries 0.47



DFT (ωB97M-V/def2-TZVPD) results for a 7-piece molecular cluster, H14O7 overall at a distorted geometry.

structure (SMILES) = O.O.O.O.O.O.O
energy relative to the best compared isomer or geometry (same formula, charge and spin) = 34.4 kcal per mole
frontier orbital gap = 0.425 Eh
largest force on an atom = 1.2 eV/A
DFT total energy = -535.069098 hartree

Geometry as ORCA input:
```
! wB97M-V def2-TZVPD RIJCOSX def2/J DEFGRID3
* xyz 0 1
O -1.452 -0.593 1.566
H -1.841 -0.055 0.874
H -1.929 -1.413 1.613
O 3.388 -1.860 -2.313
H 3.227 -1.308 -3.075
H 3.570 -2.724 -2.668
O 1.544 -0.214 1.482
H 1.292 0.542 0.951
H 1.087 -0.154 2.324
O -2.157 1.433 -0.747
H -1.592 0.707 -1.068
H -2.728 1.566 -1.507
O -0.351 -0.223 -2.153
H -0.725 -1.088 -2.325
H 0.363 -0.504 -1.556
O -1.506 4.289 3.320
H -1.424 4.998 2.700
H -2.038 3.581 2.943
O 0.790 -2.258 -0.364
H 1.090 -1.722 0.389
H 1.392 -3.001 -0.387
*
```

Here are the natural (NBO) charges for atoms 1 to 6, given in e: number 1, O, carries -0.96; number 2, H, carries 0.49; number 3, H, carries 0.47; number 4, O, carries -0.94; number 5, H, carries 0.47; number 6, H, carries 0.47



DFT (ωB97M-V/def2-TZVPD) results for a 7-piece molecular cluster, H14O7 overall at a distorted geometry.

structure (SMILES) = O.O.O.O.O.O.O
energy relative to the best compared isomer or geometry (same formula, charge and spin) = 25.0 kcal per mole
frontier orbital gap = 0.414 Eh
largest force on an atom = 4.9 eV/A
DFT total energy = -535.084021 hartree

Geometry as ORCA input:
```
! wB97M-V def2-TZVPD RIJCOSX def2/J DEFGRID3
* xyz 0 1
O 1.720 1.523 -0.825
H 2.205 0.753 -0.317
H 1.432 2.103 -0.132
O 0.337 -0.508 -1.677
H 0.767 0.329 -1.572
H 0.899 -1.127 -1.184
O -0.110 -0.948 1.687
H -0.100 0.000 1.758
H -0.909 -1.040 1.148
O -2.124 1.226 -0.578
H -2.114 0.201 -0.760
H -1.832 1.579 -1.423
O -1.711 -1.643 -0.296
H -1.696 -2.634 -0.307
H -0.947 -1.334 -0.675
O -0.140 1.794 1.215
H -0.910 1.634 0.570
H -0.548 2.287 1.977
O 2.060 -1.115 0.214
H 1.183 -1.174 0.793
H 2.538 -1.905 0.383
*
```

Here are the natural (NBO) charges for atoms 1 to 6, given in e: number 1, O, carries -0.99; number 2, H, carries 0.51; number 3, H, carries 0.50; number 4, O, carries -1.02; number 5, H, carries 0.50; number 6, H, carries 0.49



DFT (ωB97M-V/def2-TZVPD) results for a 7-piece molecular cluster, H14O7 overall at a distorted geometry.

structure (SMILES) = O.O.O.O.O.O.O
energy relative to the best compared isomer or geometry (same formula, charge and spin) = 76.5 kcal per mole
frontier orbital gap = 0.378 Eh
largest force on an atom = 8.7 eV/A
DFT total energy = -535.001852 hartree

Geometry as ORCA input:
```
! wB97M-V def2-TZVPD RIJCOSX def2/J DEFGRID3
* xyz 0 1
O 2.174 2.306 -1.916
H 1.811 1.444 -1.400
H 2.846 1.714 -2.482
O -1.838 2.003 1.048
H -1.811 2.987 0.673
H -0.953 1.650 1.226
O -0.273 -1.622 1.321
H -1.030 -1.463 1.896
H 0.095 -2.350 1.735
O -2.178 -2.286 -0.775
H -2.941 -1.753 -0.699
H -1.569 -1.989 -0.034
O 1.602 1.527 2.627
H 2.462 1.146 2.049
H 1.500 0.813 3.249
O -0.063 -1.408 -2.442
H -0.648 -0.966 -3.047
H -0.690 -1.526 -1.868
O 0.485 0.304 -0.424
H 0.300 -0.311 -1.115
H 0.721 -0.219 0.378
*
```

Here are the natural (NBO) charges for atoms 1 to 6, given in e: number 1, O, carries -0.96; number 2, H, carries 0.49; number 3, H, carries 0.45; number 4, O, carries -0.98; number 5, H, carries 0.49; number 6, H, carries 0.49



DFT (ωB97M-V/def2-TZVPD) results for H14O7Ti as an isolated structure at a distorted geometry.

energy relative to the best compared isomer or geometry (same formula, charge and spin) = 4.8 kcal per mole
frontier orbital gap (alpha / beta) = 0.180 / 0.402 Eh
largest force on an atom = 1.1 eV/A
<S²> = 3.751
DFT total energy = -1384.275971 hartree

Geometry as ORCA input:
```
! wB97M-V def2-TZVPD RIJCOSX def2/J DEFGRID3
* xyz 1 4
Ti -0.147 0.158 -0.257
O -1.280 -1.758 1.260
H -2.086 -2.085 1.682
H -0.993 -1.000 1.808
O -1.293 2.218 -0.061
H -2.039 2.289 -0.672
H -0.777 3.027 -0.201
O 1.846 1.667 0.240
H 2.224 0.987 0.814
H 1.575 2.370 0.845
O -1.370 -1.992 -1.586
H -1.486 -2.159 -0.635
H -1.045 -2.827 -1.940
O 1.547 -1.729 -0.280
H 1.902 -2.501 -0.738
H 1.682 -1.911 0.658
O -0.117 0.550 2.197
H 0.135 0.403 3.122
H -0.590 1.400 2.183
O 0.516 0.885 -2.531
H 1.466 0.714 -2.527
H 0.327 1.294 -3.382
*
```

Here are the natural (NBO) charges for atoms 1 to 6, given in e: number 1, Ti, carries 0.77; number 2, O, carries -0.98; number 3, H, carries 0.50; number 4, H, carries 0.50; number 5, O, carries -0.96; number 6, H, carries 0.51



DFT (ωB97M-V/def2-TZVPD) results for H15LiO8 as an isolated structure at a distorted geometry.

energy relative to the best compared isomer or geometry (same formula, charge and spin) = 31.5 kcal per mole
frontier orbital gap = 0.345 Eh
largest force on an atom = 7.8 eV/A
DFT total energy = -618.439567 hartree

Geometry as ORCA input:
```
! wB97M-V def2-TZVPD RIJCOSX def2/J DEFGRID3
* xyz 0 1
Li 42.750 2.657 29.192
O 41.562 4.266 29.164
H 40.548 4.166 29.201
O 44.036 4.990 28.759
H 44.214 5.019 27.756
H 43.027 4.739 28.825
O 44.055 2.967 30.747
H 43.339 3.520 31.400
H 44.274 2.271 31.370
O 41.528 4.178 26.564
H 41.001 3.498 26.224
H 41.256 4.388 27.399
O 43.394 2.074 27.206
H 42.793 2.791 26.760
H 43.717 1.445 26.451
O 41.847 -0.408 26.978
H 40.949 -0.680 27.478
H 42.216 0.519 27.211
O 42.173 4.721 31.788
H 42.896 5.493 32.024
H 41.860 4.590 30.943
O 41.491 1.123 29.743
H 41.252 0.343 30.234
H 40.708 1.408 30.124
*
```

Here are the natural (NBO) charges for atoms 1 to 6, given in e: number 1, Li, carries 0.90; number 2, O, carries -1.33; number 3, H, carries 0.46; number 4, O, carries -0.99; number 5, H, carries 0.46; number 6, H, carries 0.50



DFT (ωB97M-V/def2-TZVPD) results for a 9-piece molecular cluster, H16IO8 overall.

energy relative to the best compared isomer or geometry (same formula, charge and spin) = 7.2 kcal per mole
frontier orbital gap = 0.327 Eh
largest force on an atom = 0.5 eV/A
DFT total energy = -909.342822 hartree

Geometry as ORCA input:
```
! wB97M-V def2-TZVPD RIJCOSX def2/J DEFGRID3
* xyz -1 1
I -0.136 0.316 -0.139
O -1.329 -2.105 2.618
H -1.141 -1.525 1.863
H -0.517 -2.079 3.136
O 1.996 -1.614 -2.700
H 1.344 -2.068 -3.244
H 1.461 -1.078 -2.095
O 2.742 -0.663 2.200
H 2.053 -0.291 1.625
H 3.560 -0.524 1.714
O -2.007 3.068 1.313
H -1.629 2.431 0.682
H -1.691 3.924 1.006
O -0.751 -3.222 -1.286
H -0.656 -2.319 -0.935
H -1.629 -3.496 -1.004
O -1.802 1.238 -3.246
H -1.183 1.449 -2.528
H -2.613 0.996 -2.788
O 2.506 2.172 -2.117
H 2.147 1.341 -1.766
H 3.412 2.198 -1.796
O -1.215 0.835 3.450
H -1.750 0.038 3.550
H -1.174 0.976 2.486
*
```

Here are the natural (NBO) charges for atoms 1 to 6, given in e: number 1, I, carries -0.93; number 2, O, carries -0.97; number 3, H, carries 0.49; number 4, H, carries 0.47; number 5, O, carries -0.96; number 6, H, carries 0.47



DFT (ωB97M-V/def2-TZVPD) results for H16NNaO11 as an isolated structure at a distorted geometry.

frontier orbital gap (alpha / beta) = 0.325 / 0.126 Eh
largest force on an atom = 1.7 eV/A
<S²> = 0.757
DFT total energy = -1053.793598 hartree

Geometry as ORCA input:
```
! wB97M-V def2-TZVPD RIJCOSX def2/J DEFGRID3
* xyz 1 2
Na -7.737 26.017 9.746
N -9.569 24.623 7.575
O -10.107 23.767 6.825
O -8.814 25.404 7.031
O -9.831 24.631 8.792
O -9.790 22.800 4.141
H -9.762 23.155 5.029
H -9.957 21.865 4.261
O -12.470 25.948 7.450
H -11.638 25.476 7.492
H -12.249 26.789 7.049
O -12.111 24.382 4.201
H -11.548 23.641 4.424
H -12.093 24.940 4.978
O -8.531 26.967 4.119
H -8.259 26.063 3.961
H -8.803 26.980 5.036
O -10.133 27.784 7.176
H -9.716 26.953 7.404
H -10.239 28.237 8.012
O -9.245 21.664 9.160
H -9.544 22.527 9.446
H -9.822 21.440 8.429
O -10.962 20.558 7.296
H -10.561 21.201 6.712
H -10.731 19.711 6.916
O -5.405 25.017 5.892
H -5.978 25.619 6.367
H -4.687 24.839 6.499
*
```

Here are the natural (NBO) charges for atoms 1 to 6, given in e: number 1, Na, carries 0.99; number 2, N, carries 0.70; number 3, O, carries -0.38; number 4, O, carries -0.44; number 5, O, carries -0.47; number 6, O, carries -0.89